Arrangement P

An isolated ion of composition CH5IN4O and charge +2. Source: the OMol25 dataset; level of theory: ωB97M-V/def2-TZVPD.

Output
Lowest unoccupied orbital energy (alpha / beta) ... -12.302 / -12.303 eV

ORCA input file:
```
! RIJCOSX wB97M-V def2-TZVPD def2/J DEFGRID3
* xyz 2 1
C 1.32 -1.46 -0.16
N 0.09 -1.47 0.32
N 1.95 0.10 -0.37
N -0.86 -0.47 0.16
N 1.15 1.01 -0.58
O 2.19 -2.23 -0.34
I 3.88 0.23 0.33
H -0.19 -2.39 0.90
H -1.64 -0.86 -0.49
H -1.41 -0.32 0.97
H 1.29 1.97 -0.27
H 0.23 0.89 -1.03
*
```


Arrangement Q

An isolated ion of composition CH5IN4O and charge +2. Source: the OMol25 dataset; level of theory: ωB97M-V/def2-TZVPD.

Output
Lowest unoccupied orbital energy ... -12.746 eV

ORCA input file:
```
! RIJCOSX wB97M-V def2-TZVPD def2/J DEFGRID3
* xyz 2 1
C -0.49 0.66 0.18
N -0.04 0.53 -1.10
N -0.25 -0.27 1.16
N 0.56 -0.49 -1.60
N 0.65 -1.19 1.35
O -1.34 1.62 0.46
I -1.46 3.26 1.67
H -0.45 1.12 -1.77
H 0.76 -1.22 -0.95
H 0.09 -0.81 -2.40
H 0.47 -1.84 2.15
H 1.51 -1.37 0.84
*
```


Which of them is most stable, and which least? Most stable: arrangement P; least stable: arrangement Q.


Arrangement P

A 2-piece molecular cluster, C2H11N3 overall. Source: the OMol25 dataset; level of theory: ωB97M-V/def2-TZVPD.

Output
Structure (SMILES) ... NCN.CN
Lowest unoccupied orbital energy ... 1.036 eV

ORCA input file:
```
! RIJCOSX wB97M-V def2-TZVPD def2/J DEFGRID3
* xyz 0 1
C -2.96 -0.25 -1.18
N -1.46 -0.48 -1.22
H -3.41 -0.15 -2.23
H -3.48 -1.18 -0.71
H -3.21 0.65 -0.67
H -1.08 -1.05 -2.00
H -1.19 -0.90 -0.32
N 2.74 -0.42 0.51
C 2.04 0.73 0.98
N 0.66 0.48 0.65
H 2.59 -1.32 1.01
H 3.76 -0.31 0.83
H 2.32 1.69 0.48
H 2.33 0.87 2.05
H 0.12 1.24 0.28
H 0.22 0.39 1.54
*
```


Arrangement Q

A 2-piece molecular cluster, C2H11N3 overall. Source: the OMol25 dataset; level of theory: ωB97M-V/def2-TZVPD.

Output
Structure (SMILES) ... NCN.CN
Lowest unoccupied orbital energy ... 0.994 eV

ORCA input file:
```
! RIJCOSX wB97M-V def2-TZVPD def2/J DEFGRID3
* xyz 0 1
C 0.10 -2.03 0.76
N -1.26 -1.67 1.14
H 0.43 -2.96 1.22
H 0.24 -2.22 -0.31
H 0.77 -1.23 1.06
H -1.65 -2.28 1.84
H -1.91 -1.51 0.39
N 1.23 1.36 -1.58
C -0.07 1.29 -0.91
N -0.04 1.39 0.53
H 1.39 0.56 -2.18
H 1.97 1.46 -0.98
H -0.49 0.30 -1.08
H -0.70 2.09 -1.31
H 0.61 2.03 0.94
H -0.11 0.51 1.01
*
```


Which of them is most stable, and which least? Most stable: arrangement Q; least stable: arrangement P.


Arrangement P

A 2-piece molecular cluster, C3H2F2 overall. Source: the OMol25 dataset; level of theory: ωB97M-V/def2-TZVPD.

Output
Lowest unoccupied orbital energy ... -1.536 eV

ORCA input file:
```
! RIJCOSX wB97M-V def2-TZVPD def2/J DEFGRID3
* xyz 0 1
C -1.20 0.43 -0.04
C -1.35 -0.88 -0.09
C -0.04 -0.40 -0.22
F -2.15 -1.95 -0.05
F -3.34 1.56 0.13
H -1.87 1.31 0.27
H 0.95 -0.23 0.03
*
```


Arrangement Q

C3H2F2 in the gas phase. Source: the OMol25 dataset; level of theory: ωB97M-V/def2-TZVPD.

Output
Structure (SMILES) ... C#CC(F)F
Lowest unoccupied orbital energy ... 0.957 eV

ORCA input file:
```
! RIJCOSX wB97M-V def2-TZVPD def2/J DEFGRID3
* xyz 0 1
C -1.71 -0.07 0.72
C -0.78 -0.02 -0.01
C 1.01 0.06 -0.48
F 1.50 -0.96 0.14
F 1.42 1.16 0.03
H -2.64 -0.03 1.19
H 1.21 -0.14 -1.59
*
```


Which of them is most stable, and which least? Most stable: arrangement Q; least stable: arrangement P.


Arrangement P

C3H13NSi2 in the gas phase. Source: the OMol25 dataset; level of theory: ωB97M-V/def2-TZVPD.

Output
Structure (SMILES) ... CC(C)[Si@H](N)[SiH3]
Lowest unoccupied orbital energy ... 0.941 eV

ORCA input file:
```
! RIJCOSX wB97M-V def2-TZVPD def2/J DEFGRID3
* xyz 0 1
C 0.75 1.51 -0.03
C 1.96 -0.51 0.19
C 0.81 0.23 0.77
N -0.37 -1.74 -1.11
Si -2.59 0.47 -0.02
Si -0.74 -0.76 0.34
H 0.54 1.33 -1.12
H -0.12 2.10 0.39
H 1.62 2.13 0.05
H 1.86 -0.63 -0.91
H 2.14 -1.37 0.71
H 2.87 0.16 0.32
H 0.89 0.28 1.87
H 0.51 -1.35 -1.32
H -0.42 -2.75 -1.23
H -3.75 0.26 0.82
H -2.29 1.77 0.26
H -2.80 0.54 -1.52
H -0.86 -1.67 1.55
*
```


Arrangement Q

A 2-piece molecular cluster, C3H13NSi2 overall. Source: the OMol25 dataset; level of theory: ωB97M-V/def2-TZVPD.

Output
Lowest unoccupied orbital energy (alpha / beta) ... 0.162 / -0.673 eV

ORCA input file:
```
! RIJCOSX wB97M-V def2-TZVPD def2/J DEFGRID3
* xyz 0 1
C 0.97 2.23 0.21
C -0.65 1.58 -1.54
C 0.61 -2.34 1.51
N -0.20 1.52 -0.18
Si 0.21 -3.01 -0.10
Si -1.22 0.93 1.03
H 1.14 3.03 -0.47
H 0.77 2.69 1.18
H 1.80 1.57 0.25
H -0.02 2.25 -2.08
H -0.65 0.66 -1.88
H -1.61 1.93 -1.67
H 0.68 -1.27 1.81
H 0.94 -2.84 2.45
H -0.98 -3.85 -0.15
H -0.02 -1.91 -0.89
H 1.19 -3.88 -0.75
H -1.65 -0.39 0.53
H -0.95 1.46 2.39
*
```


Arrangement R

A 2-piece molecular cluster, C3H13NSi2 overall. Source: the OMol25 dataset; level of theory: ωB97M-V/def2-TZVPD.

Output
Structure (SMILES) ... C=[SiH]C.C[SiH2]N
Lowest unoccupied orbital energy ... 0.466 eV

ORCA input file:
```
! RIJCOSX wB97M-V def2-TZVPD def2/J DEFGRID3
* xyz 0 1
C 4.38 -0.06 -0.38
C -2.57 -1.38 -0.65
C -4.44 1.27 -0.21
N 1.63 -0.19 0.03
Si 3.05 -0.16 0.94
Si -2.89 0.12 0.27
H 5.08 -0.78 -0.62
H 3.71 0.20 -1.17
H 5.04 0.77 -0.23
H -3.03 -1.70 -1.65
H -1.82 -2.00 -0.27
H 1.31 -1.07 -0.44
H -4.24 2.29 -0.47
H -4.76 0.86 -1.10
H -5.25 1.42 0.52
H 0.92 0.21 0.55
H 2.99 -1.41 1.74
H 2.84 0.95 1.87
H -1.94 0.64 1.27
*
```


Which of them is most stable, and which least? Most stable: arrangement P; least stable: arrangement Q.


Arrangement P

C6H9N3 in the gas phase. Source: the OMol25 dataset; level of theory: ωB97M-V/def2-TZVPD.

Output
Structure (SMILES) ... [H]/N=C1\C=CN2C[C@@H]2CN1
Lowest unoccupied orbital energy ... 0.726 eV

ORCA input file:
```
! RIJCOSX wB97M-V def2-TZVPD def2/J DEFGRID3
* xyz 0 1
C -0.59 1.44 0.47
C 1.47 0.03 0.56
C 1.09 -1.22 -0.19
C -0.10 -2.01 0.13
C -0.92 -0.30 -1.42
C -1.00 0.94 -0.85
H -1.79 2.96 0.43
H 0.62 1.18 1.99
H 2.04 0.66 -0.13
H 2.11 -0.33 1.36
H 2.01 -1.71 -0.65
H -0.04 -3.10 0.14
H -0.78 -1.48 0.76
H -1.63 -0.50 -2.30
H -1.78 1.55 -1.32
N -1.12 2.46 1.05
N 0.37 0.71 1.17
N 0.04 -1.29 -1.18
*
```


Arrangement Q

C6H9N3 in the gas phase. Source: the OMol25 dataset; level of theory: ωB97M-V/def2-TZVPD.

Output
Structure (SMILES) ... [H]/N=C(/C)Cc1cnc[nH]1
Lowest unoccupied orbital energy ... 0.736 eV

ORCA input file:
```
! RIJCOSX wB97M-V def2-TZVPD def2/J DEFGRID3
* xyz 0 1
C -1.83 -1.30 -0.34
C -3.09 0.45 -0.38
C -1.25 -0.34 0.46
C 1.50 -0.61 0.18
C 1.15 -0.54 -1.29
C 0.04 -0.32 1.20
N -2.99 -0.80 -0.81
N 2.65 -0.83 0.55
N -2.01 0.79 0.45
H -1.56 -2.33 -0.41
H -3.93 1.06 -0.51
H 0.38 0.15 -1.42
H 0.62 -1.50 -1.69
H 2.14 -0.33 -1.90
H 0.28 0.64 1.77
H 0.02 -1.15 1.79
H 3.02 -0.77 1.49
H -1.57 1.53 0.97
*
```


Which of them is most stable, and which least? Most stable: arrangement Q; least stable: arrangement P.


Arrangement P

C6H9N3 in the gas phase. Source: the OMol25 dataset; level of theory: ωB97M-V/def2-TZVPD.

Output
Structure (SMILES) ... C#CC/C=N\N=C/CN
Lowest unoccupied orbital energy ... 0.745 eV

ORCA input file:
```
! RIJCOSX wB97M-V def2-TZVPD def2/J DEFGRID3
* xyz 0 1
C 0.17 0.76 2.13
C 1.47 0.94 1.12
C -0.59 -0.11 -1.03
C 0.19 -1.34 -1.29
C -0.58 -2.04 -2.31
C -1.02 -2.78 -3.12
H 0.33 2.95 2.13
H -1.11 2.30 1.49
H 0.67 0.17 3.18
H -0.80 0.16 1.77
H 2.63 1.01 1.42
H -1.57 -0.16 -1.45
H 1.30 -1.01 -1.63
H 0.14 -1.88 -0.24
H -1.62 -3.15 -3.85
N -0.48 2.17 2.28
N 1.15 0.99 -0.15
N -0.27 1.01 -0.46
*
```


Arrangement Q

C6H9N3 in the gas phase. Source: the OMol25 dataset; level of theory: ωB97M-V/def2-TZVPD.

Output
Structure (SMILES) ... N[C@@H]1CNc2[nH]ccc21
Lowest unoccupied orbital energy ... 0.899 eV

ORCA input file:
```
! RIJCOSX wB97M-V def2-TZVPD def2/J DEFGRID3
* xyz 0 1
C 0.56 1.13 -0.52
C -0.15 0.47 -1.71
C 0.14 -1.15 -0.10
C -0.02 -1.49 2.04
C 0.11 -0.14 1.89
C 0.29 0.07 0.50
H -0.84 2.45 0.20
H 0.16 3.07 -0.89
H 1.62 1.06 -0.66
H -1.19 0.67 -1.57
H 0.15 0.82 -2.70
H -0.35 -1.77 -2.01
H -0.49 -3.03 0.61
H -0.23 -2.13 2.97
H 0.14 0.64 2.65
N 0.14 2.46 -0.04
N 0.01 -0.98 -1.47
N -0.04 -2.16 0.80
*
```


Which of them is most stable, and which least? Most stable: arrangement Q; least stable: arrangement P.